No. 1
Entry from the OMol25 dataset: C20H31NO4 in the gas phase (wB97M-V/def2-TZVPD).

Calculated values
Highest occupied orbital energy = -8.30 eV
SMILES = CCOC(=O)C1(Cc2cccc(OC)c2)CCN([C@H](C)COC)CC1
Total charge = 0
Relative energy (zero: lowest compared OMol25 entry of this formula, charge and spin) = 0.8124 eV

The geometry in XYZ format:
```
56
Properties=species:S:1:pos:R:3:forces:R:3
H -0.51002 1.05513 0.78864 0.00 0.07 -0.05
C -4.75959 -0.27517 0.03141 -0.03 0.09 0.06
H -3.62471 5.10125 1.08831 0.07 -0.03 -0.05
O -0.99886 -1.36161 1.37281 -0.04 -0.05 0.08
C -3.94027 1.96922 0.27029 -0.06 -0.10 0.00
H -0.84350 -4.70059 -0.11413 -0.01 0.12 0.08
H 0.48049 1.58118 -0.59478 -0.02 0.06 -0.06
H 4.55441 -0.38243 -0.36477 -0.06 0.04 0.06
C -0.22360 -0.44487 -0.73366 0.05 0.13 -0.22
H -2.04754 2.35754 -0.67179 0.08 0.11 0.00
H 5.48355 1.43766 0.79572 -0.09 -0.01 0.07
H 1.20654 -0.20588 -2.31563 0.00 0.03 -0.04
C 4.24826 2.31255 -1.37570 0.02 -0.01 -0.02
H 0.65374 -1.87796 -2.10363 -0.04 0.04 -0.05
H -1.05811 0.77997 -2.29452 0.06 -0.04 -0.03
H 4.04734 1.68690 1.81184 0.07 -0.07 0.01
H -0.78073 -3.72511 1.38688 -0.01 -0.07 -0.19
C 2.16759 -1.24135 -0.70626 -0.06 0.06 -0.28
C -3.62803 -0.61575 -0.69127 0.12 -0.01 -0.10
H -5.52426 -1.01540 0.21602 -0.08 -0.05 0.02
O -4.18984 3.21057 0.77595 -0.19 -0.31 0.01
H -3.22815 -4.01474 -0.42665 -0.08 -0.03 -0.08
H -2.26703 3.95012 1.03317 -0.03 0.00 -0.03
O 3.86876 2.42404 -0.02626 -0.07 0.10 0.07
C 0.94470 -0.96754 -1.57882 0.07 -0.24 0.18
C -2.63973 0.32679 -0.92722 -0.21 -0.07 -0.18
C 4.16854 -0.92876 1.67391 -0.05 0.20 -0.37
H -5.78918 1.28854 1.08550 -0.11 0.04 0.06
C -3.22924 4.21979 0.58578 0.15 0.16 -0.04
C -1.39206 -0.05367 -1.67284 0.03 -0.09 0.18
H -3.51522 -1.61567 -1.08093 0.04 -0.12 -0.04
H 3.78042 1.44578 -1.85131 0.00 0.01 -0.01
C 3.92628 -0.01925 0.45998 0.13 0.17 0.09
C 4.38126 1.41734 0.80700 -0.01 -0.22 -0.02
H 1.30505 -0.34025 1.62108 0.05 0.10 0.02
C -2.80846 1.62418 -0.45678 -0.06 0.29 0.10
C 0.26488 0.75457 0.08341 0.00 -0.26 0.35
H 3.90553 3.22306 -1.86445 0.05 -0.04 -0.08
C 1.53687 0.42510 0.86257 -0.09 0.19 -0.04
H 3.92450 -1.95993 1.43020 0.01 -0.12 0.04
C -2.75544 -3.91968 0.54809 0.35 0.19 -0.10
H 5.33863 2.23629 -1.47532 0.01 0.02 -0.01
H 1.92257 -2.03854 0.01982 0.08 -0.04 -0.03
H 2.98952 -1.59770 -1.33421 -0.01 -0.03 0.07
H -3.13537 -3.03088 1.04576 -0.06 0.03 0.04
O -0.84526 -2.71221 -0.40389 -0.02 -0.04 -0.38
C -4.91765 1.00483 0.51754 0.02 0.16 0.04
N 2.56957 -0.01424 -0.05534 0.06 -0.06 -0.06
H 3.55850 -0.61380 2.51659 -0.06 0.01 0.13
C -1.24456 -3.82342 0.39951 -0.19 -0.33 0.44
H -3.08598 4.44500 -0.47638 0.01 -0.02 0.04
H 5.21430 -0.88226 1.96712 0.13 -0.04 0.09
H -3.00326 -4.79273 1.14552 -0.05 -0.11 0.06
H -1.60278 -0.90553 -2.32280 0.01 0.04 -0.06
H 1.87785 1.32834 1.36714 -0.02 -0.01 0.07
C -0.73121 -1.52881 0.21181 0.15 0.21 0.16
```
Positions in Å, forces in eV/Å.

Atom-resolved charges from Mulliken, all expressed in e:
1. H 0.531
2. C -0.790
3. H 0.252
4. O -0.593
5. C 0.665
6. H 0.387
7. H 0.431
8. H 0.405
9. C 2.267
10. H 0.480
11. H 0.526
12. H 0.446
13. C -0.617
14. H 0.369
15. H 0.595
16. H 0.437
17. H 0.318
18. C -0.902
19. C -0.615
20. H 0.394
21. O -0.473
22. H 0.273
23. H 0.296
24. O -0.322
25. C -1.282
26. C 0.023
27. C -1.709
28. H 0.450
29. C -0.767
30. C -1.786
31. H 0.545
32. H 0.169
33. C 0.004
34. C -1.151
35. H 0.295
36. C 0.003
37. C -1.227
38. H 0.226
39. C -0.853
40. H 0.368
41. C -1.113
42. H 0.316
43. H 0.265
44. H 0.535
45. H 0.278
46. O -0.191
47. C -0.676
48. N 0.949
49. H 0.320
50. C -0.280
51. H 0.312
52. H 0.491
53. H 0.435
54. H 0.408
55. H 0.428
56. C -0.545

---

No. 2
Entry from the OMol25 dataset: a molecular structure, C20H32B2DyFN6OSSi (wB97M-V/def2-TZVPD).

Calculated values
Multiplicity = 6
Highest occupied orbital energy (alpha / beta) = -7.72 / -7.73 eV
Total charge = 0
Relative energy (zero: lowest compared OMol25 entry of this formula, charge and spin) = 0.0000 eV

The geometry in XYZ format:
```
65
Properties=species:S:1:pos:R:3:forces:R:3
C -2.48616 -2.20125 3.10155 0.01 0.02 0.01
B -3.22234 1.25916 1.91129 -0.02 0.02 0.04
C -2.40251 3.51190 2.90387 0.07 -0.14 0.22
N -0.93574 2.38429 1.72359 0.02 0.13 0.00
H 2.17464 -4.49116 -0.78955 -0.01 0.00 0.00
O -1.21078 0.77868 -1.15694 -0.12 -0.08 -0.17
H 0.62923 3.77917 1.76442 0.00 0.01 0.01
H 4.65428 -3.78104 2.66891 0.00 0.00 0.01
H -3.41926 1.24536 0.71683 0.04 -0.01 -0.01
H -0.50857 -2.43954 2.07137 -0.01 -0.02 -0.01
H -1.27604 -2.07142 -0.88340 0.01 0.02 -0.01
N -1.50572 -0.60976 1.86563 -0.08 -0.14 -0.01
C 2.50125 2.81100 -0.65614 0.04 0.07 -0.11
C -0.55020 -2.82106 -1.21130 -0.05 -0.03 0.04
H -0.94958 2.78528 -2.84489 0.01 0.01 -0.03
H 0.83038 -0.07371 -2.41210 0.00 -0.01 0.02
C 3.92189 -2.08598 3.75315 0.00 0.01 0.03
Si 1.22181 -2.19797 -1.12356 0.07 0.01 0.21
C 1.47054 -0.95517 -2.50669 0.02 0.07 -0.03
H -2.05973 -0.91791 -2.72920 -0.02 -0.01 0.01
C -2.59969 0.29068 -4.45967 -0.04 -0.01 -0.01
C 3.97516 -2.93792 2.65981 -0.01 0.00 -0.02
B 3.51554 3.85774 -1.24722 -0.07 -0.08 0.06
H -4.22410 1.48197 2.54133 0.01 0.00 -0.01
H -2.40964 -0.56072 -5.11258 0.03 0.01 0.00
H -0.50160 0.75824 -4.18934 -0.01 -0.01 0.00
N -2.66868 -0.12638 2.34816 -0.01 0.00 -0.05
N 1.73519 2.04480 -0.23869 0.11 0.33 -0.07
H 4.14516 3.27832 -2.10357 0.00 0.00 0.00
C -1.78326 2.23029 -3.27468 0.01 0.04 0.01
H -1.30605 1.81719 -5.34684 0.00 -0.01 0.00
C 2.32632 -3.66463 -1.48489 -0.04 -0.03 -0.15
C 3.04418 -1.01158 3.70870 -0.01 -0.05 -0.03
H 4.21164 4.22100 -0.32685 0.01 0.01 -0.01
H 1.25412 -1.41276 -3.47691 0.01 -0.01 0.00
H -0.81291 -3.13507 -2.22597 0.00 -0.01 0.00
H -3.49686 0.79213 -4.83016 0.00 -0.01 0.00
H 2.50220 -0.59688 -2.52165 0.00 -0.01 -0.01
H 4.54704 -2.24567 4.61986 0.00 0.00 0.00
H -3.35412 3.68009 3.37914 0.01 0.02 0.01
H -0.68061 -3.68475 -0.55391 0.00 0.00 -0.01
H 3.38695 -3.41114 -1.50594 0.00 0.02 0.01
H 2.94644 -0.30107 4.51797 0.01 0.00 0.00
Dy 0.17829 0.56504 0.57937 -0.26 -0.29 -0.22
C -2.80838 -0.18018 -3.02178 0.04 -0.04 -0.05
C -1.43648 1.27649 -4.41031 0.01 0.02 0.01
F 1.40610 0.23640 2.55284 0.09 0.01 0.12
S -2.45226 1.22635 -1.92650 0.16 0.06 0.11
C 2.27216 -1.66838 1.44211 -0.01 -0.11 -0.07
H -2.56911 2.93474 -3.55465 -0.02 -0.02 -0.01
H 3.26649 -3.43022 0.71826 0.00 -0.01 -0.01
C -1.25906 4.29255 2.85307 -0.07 0.10 -0.19
H -1.09645 5.25669 3.30035 -0.02 0.02 -0.04
N -2.18260 2.37049 2.24652 -0.03 0.04 -0.12
H 2.05573 -4.02494 -2.48262 0.03 -0.02 0.01
C -0.37942 3.55076 2.07314 0.10 -0.13 0.22
H -2.67659 -3.12744 3.61366 -0.01 -0.01 -0.01
H 2.84280 4.75802 -1.70098 0.00 0.00 0.00
H -4.22028 -0.84456 3.55183 0.00 -0.03 0.00
C 3.17973 -2.74094 1.54107 -0.01 0.00 0.02
H -3.79913 -0.56819 -2.79602 -0.02 0.03 -0.03
C -3.27393 -1.06049 3.08533 0.04 0.04 0.04
C -1.38632 -1.86279 2.32047 0.03 0.02 0.07
N 1.42907 -1.36990 0.38821 -0.03 0.10 0.19
C 2.27986 -0.86226 2.58365 -0.02 0.08 0.00
```
Positions in Å, forces in eV/Å.

Atom-resolved charges from Mulliken, all expressed in e:
1. C -1.337
2. B 0.412
3. C -0.135
4. N 0.409
5. H 0.354
6. O -0.201
7. H 0.506
8. H 0.416
9. H -0.258
10. H 0.516
11. H 0.120
12. N 0.711
13. C -0.181
14. C -0.876
15. H 0.387
16. H -0.027
17. C -0.434
18. Si -0.037
19. C -0.649
20. H -0.277
21. C -0.788
22. C -0.990
23. B 0.406
24. H -0.152
25. H 0.390
26. H 0.057
27. N -0.545
28. N -0.605
29. H -0.136
30. C -0.803
31. H 0.407
32. C -1.319
33. C -1.050
34. H -0.147
35. H 0.339
36. H 0.384
37. H 0.318
38. H 0.421
39. H 0.389
40. H 0.450
41. H 0.403
42. H 0.369
43. H 0.443
44. Dy 0.481
45. C -0.066
46. C -0.262
47. F -0.156
48. S 0.241
49. C 0.677
50. H 0.469
51. H 0.169
52. C -1.179
53. H 0.390
54. N -0.310
55. H 0.376
56. C -0.308
57. H 0.413
58. H -0.145
59. H 0.439
60. C -0.412
61. H 0.479
62. C -0.079
63. C -0.204
64. N 0.638
65. C 0.688

---

Which formula does entry 2 have? C20H32B2DyFN6OSSi